--- a ---
Here is a 2-piece molecular cluster, C3H2Cl2F2 overall from the Open Molecules 2025 dataset. Energies are from ωB97M-V/def2-TZVPD.

Each line ends with the Löwdin charge.
CARTESIAN COORDINATES (ANGSTROEM)
C -1.3952 0.3845 -0.8141  0.0165
C -0.9815 -0.2304 0.1873  -0.1623
C 1.4176 -0.0580 0.4317  -1.1510
F -1.4341 -1.1873 1.0265  0.0425
F 1.5421 1.2853 0.3542  -0.0878
Cl 2.1203 -0.9857 -0.8839  0.6116
Cl 1.8393 -0.5413 2.0818  0.5989
H -2.4050 0.3305 -1.0500  0.0619
H -0.7035 1.0026 -1.3335  0.0696

The value obtained for the LUMO energy is -0.0163 Ha. The calculation puts the HOMO-LUMO gap at 8.77 eV. As for the charge: 0.

***

--- b ---
Here is a 2-piece molecular cluster, C3H2Cl2F2 overall from the Open Molecules 2025 dataset. Energies are from ωB97M-V/def2-TZVPD.

Each line ends with the Löwdin charge.
CARTESIAN COORDINATES (ANGSTROEM)
C 1.8413 -0.0521 0.5811  0.0903
C 2.3243 0.9806 0.1806  -0.1604
C -1.5979 -0.4651 -0.1453  -1.2093
F 3.0673 1.9482 -0.3728  0.0671
F -0.8850 0.1208 0.8386  -0.1119
Cl -3.2087 -0.7842 0.3778  0.6414
Cl -1.5756 0.5830 -1.6058  0.5629
H 1.1381 -0.8452 0.5997  0.0166
H -1.1037 -1.4860 -0.4539  0.1032

The value obtained for the LUMO energy is 0.0233 Ha. The calculation puts the HOMO-LUMO gap at 11.36 eV. As for the charge: 0.

***

--- c ---
Here is a 2-piece molecular cluster, C3H2Cl2F2 overall from the Open Molecules 2025 dataset. Energies are from ωB97M-V/def2-TZVPD.

Each line ends with the Löwdin charge.
CARTESIAN COORDINATES (ANGSTROEM)
C -1.6960 0.0685 -0.1648  -0.0445
C -0.9992 -0.9268 0.0945  -0.1629
C 1.7027 0.2437 0.1628  -1.2357
F -1.0960 -2.2119 0.3577  0.0784
F 2.1417 -0.3061 -0.9892  -0.0815
Cl 2.7453 -0.0940 1.4187  0.6910
Cl 1.2549 1.9017 0.0196  0.6370
H -2.7489 0.2877 -0.3037  0.0662
H -1.3045 1.0372 -0.5957  0.0520

The value obtained for the LUMO energy (spin up / spin down) is -0.0085 / -0.0240 Ha. The calculation puts the HOMO-LUMO gap (spin up / spin down) at 8.83 / 8.50 eV. As for the charge: 0.

***

--- d ---
Here is a 2-piece molecular cluster, C3H2Cl2F2 overall from the Open Molecules 2025 dataset. Energies are from ωB97M-V/def2-TZVPD.

Each line ends with the Löwdin charge.
CARTESIAN COORDINATES (ANGSTROEM)
C -2.2752 -0.5209 -0.7291  0.0895
C -2.2331 0.5811 -0.2744  -0.2687
C 1.8495 -0.0646 0.4964  -1.1513
F -2.0779 1.6951 0.3441  0.0956
F 3.1790 0.0233 0.3382  -0.0807
Cl 1.0901 1.3460 -0.2603  0.6200
Cl 1.2744 -1.5565 -0.2520  0.5997
H -2.4373 -1.4260 -1.2322  0.0215
H 1.6304 -0.0774 1.5693  0.0744

The value obtained for the LUMO energy is 0.0270 Ha. The calculation puts the HOMO-LUMO gap at 11.34 eV. As for the charge: 0.

***

Most stable structure - d; separation to the second - 47.1 kJ/mol.

***

--- a ---
Here is a 2-piece molecular cluster, H2O3P2 overall from the Open Molecules 2025 dataset. Energies are from ωB97M-V/def2-TZVPD.

Each line ends with the Löwdin charge.
CARTESIAN COORDINATES (ANGSTROEM)
O -1.9818 0.7080 -1.4182  -0.5145
O 0.4600 2.1899 0.3382  -0.6944
O -2.6716 0.6970 1.0904  -0.4950
P -1.0108 -1.6713 0.2696  0.2620
P -1.7932 0.2380 0.0101  0.0651
H -0.5349 2.1001 0.2525  -0.2211
H -0.3697 -1.6888 -0.8360  -0.4021

The value obtained for the LUMO energy (spin up / spin down) is 0.2673 / 0.2673 Ha. The calculation puts the HOMO-LUMO gap (spin up / spin down) at 6.47 / 6.47 eV. As for the charge: -2.

***

--- b ---
Here is a 2-piece molecular cluster, H2O3P2 overall from the Open Molecules 2025 dataset. Energies are from ωB97M-V/def2-TZVPD.

Each line ends with the Löwdin charge.
CARTESIAN COORDINATES (ANGSTROEM)
O -2.2987 0.5464 -1.4737  -0.5596
O 0.5345 2.0452 0.4655  -0.6414
O -2.6429 0.8346 1.0449  -0.5161
P -0.9005 -1.6317 0.2743  0.1305
P -1.8258 0.2720 -0.0419  0.0958
H 0.1291 2.1143 1.3168  -0.2252
H -0.0217 -1.2843 -0.8595  -0.2840

The value obtained for the LUMO energy is 0.2690 Ha. The calculation puts the HOMO-LUMO gap at 6.50 eV. As for the charge: -2.

***

Most stable structure - b; separation to the second - 26.1 kJ/mol.

***

--- a ---
Here is C3H5N3O as an isolated structure from the Open Molecules 2025 dataset. Energies are from ωB97M-V/def2-TZVPD.

Each line ends with the Löwdin charge.
CARTESIAN COORDINATES (ANGSTROEM)
C -0.0825 1.7475 0.0489  -0.0539
C 0.3778 -0.6504 0.4423  -0.2137
C 1.8047 -0.5109 0.0902  -0.1603
H 0.7986 1.9760 -0.6222  0.1030
H 0.0893 1.8756 1.0162  0.0115
H -0.9988 2.4766 -0.2510  0.1381
H 0.2826 -0.4065 1.7618  0.2185
H -0.0458 -1.4376 0.1480  0.0182
N -0.4055 0.3187 -0.1857  -0.2123
N 2.9271 -0.3637 -0.3378  0.1425
N -1.8389 0.0754 -0.0011  -0.0146
O -2.1881 -1.0268 -0.2336  0.0230

The value obtained for the LUMO energy is -0.0108 Ha. The calculation puts the HOMO-LUMO gap at 9.62 eV. As for the charge: 0.

***

--- b ---
Here is one molecule with the formula C3H5N3O from the Open Molecules 2025 dataset. Energies are from ωB97M-V/def2-TZVPD.

Each line ends with the Löwdin charge.
CARTESIAN COORDINATES (ANGSTROEM)
C -0.2931 -0.0011 0.1112  -0.4061
C 0.9284 0.9092 0.1745  -0.1209
C 2.0616 -0.0421 -0.1313  -0.1872
H -3.2191 -0.1047 -0.6653  0.1275
H -2.3986 -1.3971 -0.3837  0.0371
H 1.1660 1.1033 1.3561  0.1665
H 0.7231 1.9619 -0.4954  0.1867
H 3.1488 0.2589 -0.1485  0.1398
N -2.4982 -0.5292 0.0930  -0.0203
N -1.4551 0.4673 -0.0615  0.0090
N 1.6793 -1.2562 -0.2019  0.1270
O 0.1569 -1.3701 0.3528  -0.0594

The value obtained for the LUMO energy is 0.0194 Ha. The calculation puts the HOMO-LUMO gap at 9.79 eV. As for the charge: 0.

***

Most stable structure - b; separation to the second - 34.4 kJ/mol.

***

--- a ---
Here is one molecule with the formula C3H5N3O from the Open Molecules 2025 dataset. Energies are from ωB97M-V/def2-TZVPD.

Each line ends with the Löwdin charge.
CARTESIAN COORDINATES (ANGSTROEM)
N 1.9481 0.8348 0.8974  0.1106
C 0.7301 0.3931 0.3744  -0.4663
N -0.0618 1.0887 -0.4079  0.1661
C -1.1199 0.2590 -0.6562  -0.4201
O -2.0794 0.6584 -1.5322  0.0572
C -0.9924 -0.9333 -0.0030  -0.0606
N 0.2332 -0.8328 0.6577  0.0855
H 2.1250 1.7770 0.5704  0.0875
H 2.7257 0.2419 0.6306  0.0849
H -2.5812 -0.1224 -1.7919  0.1041
H -1.5985 -1.8225 0.0389  0.1026
H 0.6710 -1.5417 1.2219  0.1487

The value obtained for the LUMO energy is 0.0306 Ha. The calculation puts the HOMO-LUMO gap at 8.63 eV. As for the charge: 0.

***

--- b ---
Here is one molecule with the formula C3H5N3O from the Open Molecules 2025 dataset. Energies are from ωB97M-V/def2-TZVPD.

Each line ends with the Löwdin charge.
CARTESIAN COORDINATES (ANGSTROEM)
C 2.0202 0.0599 -0.0193  -0.1561
C -0.1624 -0.5846 -0.0859  -0.4406
C -2.3033 -0.4312 -0.0053  -0.2340
H 1.6802 0.7251 0.8974  0.0878
H 3.0470 -0.3819 0.2630  0.0935
H 1.9606 0.7206 -0.9163  0.0768
H -0.0308 1.5998 0.2520  0.1966
H -3.3392 -0.8347 -0.2011  0.1572
N 1.0305 -1.0242 -0.1000  0.0206
N -0.6005 0.7190 -0.1086  0.0282
N -1.9774 0.7781 -0.0202  0.0735
O -1.3248 -1.3459 0.0442  0.0965

The value obtained for the LUMO energy is 0.0302 Ha. The calculation puts the HOMO-LUMO gap at 9.60 eV. As for the charge: 0.

***

Most stable structure - a; separation to the second - 198.4 kJ/mol.

***

--- a ---
Here is one molecule with the formula C3H5N3O from the Open Molecules 2025 dataset. Energies are from ωB97M-V/def2-TZVPD.

Each line ends with the Löwdin charge.
CARTESIAN COORDINATES (ANGSTROEM)
N 2.1413 0.5977 -0.2444  0.0872
C 0.8370 0.1270 -0.0967  -0.4156
C 0.3834 -1.1556 0.0331  -0.0639
N -1.0221 -1.0370 0.1427  0.1010
C -1.2708 0.2856 0.0220  -0.4945
O -2.5497 0.6891 0.0507  0.0982
N -0.2129 1.0338 -0.1052  0.1578
H 2.8216 0.0630 0.2778  0.0827
H 2.2012 1.5819 -0.0137  0.0814
H 0.8971 -2.1016 0.1056  0.0983
H -1.6890 -1.7345 -0.1393  0.1501
H -2.5371 1.6506 -0.0327  0.1173

The value obtained for the LUMO energy is 0.0318 Ha. The calculation puts the HOMO-LUMO gap at 8.46 eV. As for the charge: 0.

***

--- b ---
Here is one molecule with the formula C3H5N3O from the Open Molecules 2025 dataset. Energies are from ωB97M-V/def2-TZVPD.

Each line ends with the Löwdin charge.
CARTESIAN COORDINATES (ANGSTROEM)
O -2.2969 0.9459 -0.1210  -0.0578
C -1.6486 -0.3020 -0.2705  -0.2121
C -0.1590 -0.2051 -0.1436  -0.3655
N 0.5917 0.3133 -1.0995  0.0984
N 1.8240 0.2406 -0.5640  -0.0004
C 1.7689 -0.3168 0.6587  -0.1755
N 0.5253 -0.6094 0.9635  0.1237
H -1.9649 1.5282 -0.8153  0.0843
H -1.9048 -0.7666 -1.2325  0.1175
H -2.0197 -0.9427 0.5316  0.1188
H 2.6216 0.5501 -1.0971  0.1495
H 2.6401 -0.4943 1.2737  0.1191

The value obtained for the LUMO energy is 0.0315 Ha. The calculation puts the HOMO-LUMO gap at 10.98 eV. As for the charge: 0.

***

Most stable structure - a; separation to the second - 60.0 kJ/mol.

***

--- a ---
Here is one molecule with the formula C3H5N3O from the Open Molecules 2025 dataset. Energies are from ωB97M-V/def2-TZVPD.

Each line ends with the Löwdin charge.
CARTESIAN COORDINATES (ANGSTROEM)
C 1.9023 -0.0766 0.0639  -0.0124
C 0.4158 -0.2195 0.0976  -0.3953
N -0.2010 -1.2308 0.6124  0.0844
N -1.5937 -1.0115 0.3608  0.0540
C -1.7375 0.1845 -0.3866  -0.5542
O -2.7806 0.6268 -0.8025  0.0739
N -0.4595 0.7274 -0.3951  0.1774
H 2.2670 0.2347 -0.9210  0.0829
H 2.3391 -1.0439 0.3203  0.0841
H 2.2391 0.6599 0.8021  0.0854
H -2.1553 -0.4633 1.0596  0.1620
H -0.2358 1.6124 -0.8114  0.1579

The value obtained for the LUMO energy is 0.0217 Ha. The calculation puts the HOMO-LUMO gap at 10.19 eV. As for the charge: 0.

***

--- b ---
Here is one molecule with the formula C3H5N3O from the Open Molecules 2025 dataset. Energies are from ωB97M-V/def2-TZVPD.

Each line ends with the Löwdin charge.
CARTESIAN COORDINATES (ANGSTROEM)
C -1.5259 -0.6586 0.5033  0.0009
C -0.1457 -0.6031 -0.0405  -0.2846
C 0.7664 0.3948 -0.1832  -0.3495
N 0.6452 1.7528 0.1592  0.0883
N 1.8873 -0.1734 -0.7489  0.0666
N 1.7028 -1.4010 -0.9426  0.0323
O 0.4110 -1.7200 -0.5198  0.0123
H -1.8049 0.3292 0.8769  0.0843
H -1.5852 -1.3810 1.3231  0.0901
H -2.2414 -0.9646 -0.2669  0.0900
H 0.3518 2.3098 -0.6376  0.0863
H 1.5386 2.1149 0.4769  0.0832

The value obtained for the LUMO energy is 0.0314 Ha. The calculation puts the HOMO-LUMO gap at 10.32 eV. As for the charge: 0.

***

Most stable structure - a; separation to the second - 82.8 kJ/mol.

***

--- a ---
Here is one molecule with the formula C3H5N3O from the Open Molecules 2025 dataset. Energies are from ωB97M-V/def2-TZVPD.

Each line ends with the Löwdin charge.
CARTESIAN COORDINATES (ANGSTROEM)
N -1.5667 1.4216 -1.1566  0.0551
C -0.7089 0.8635 -0.3166  -0.1744
C -0.1003 -0.9958 1.9363  0.0524
N 1.0152 -0.7784 1.2550  -0.0372
C 1.0867 -0.5369 -0.1462  -0.5279
O 2.1547 -0.5425 -0.7035  0.1072
N -0.1315 -0.2871 -0.7841  0.0417
H -1.8584 1.0766 -2.0697  0.1003
H -1.9515 2.3066 -0.8704  0.0835
H 0.2435 -1.1468 2.9811  0.0086
H 1.9621 -0.7869 1.6357  0.1423
H -0.1448 -0.5941 -1.7610  0.1484

The value obtained for the LUMO energy is 0.0218 Ha. The calculation puts the HOMO-LUMO gap at 8.96 eV. As for the charge: 0.

***

--- b ---
Here is one molecule with the formula C3H5N3O from the Open Molecules 2025 dataset. Energies are from ωB97M-V/def2-TZVPD.

Each line ends with the Löwdin charge.
CARTESIAN COORDINATES (ANGSTROEM)
N -1.9396 -0.6327 0.8439  0.1103
C -0.7673 -0.2027 0.2170  -0.4526
N 0.3282 -0.9418 0.2128  0.1515
C 1.3109 -0.1131 -0.2533  -0.4365
O 2.5926 -0.5200 -0.3726  0.0582
C 0.8284 1.1079 -0.5797  -0.0528
N -0.5331 1.0397 -0.2673  0.0905
H -1.8071 -1.4737 1.3930  0.0873
H -2.8057 -0.6241 0.3245  0.0811
H 2.6017 -1.4485 -0.1119  0.1039
H 1.3020 1.9439 -1.0632  0.1080
H -1.1110 1.8650 -0.3432  0.1511

The value obtained for the LUMO energy is 0.0326 Ha. The calculation puts the HOMO-LUMO gap at 8.58 eV. As for the charge: 0.

***

Most stable structure - b; separation to the second - 340.7 kJ/mol.

***

--- a ---
Here is C3H5N3O as an isolated structure from the Open Molecules 2025 dataset. Energies are from ωB97M-V/def2-TZVPD.

Each line ends with the Löwdin charge.
CARTESIAN COORDINATES (ANGSTROEM)
C -0.6768 -0.5282 -1.5273  -0.0704
C 0.9928 0.9015 1.2016  -0.1757
C 0.4349 -0.2374 0.6139  -0.3341
H -0.3078 -1.4543 -0.7725  0.1505
H -0.3266 -0.6028 -2.5633  0.0870
H -1.8555 -0.3168 -1.5086  0.1354
H 1.5311 0.9650 2.1733  0.1174
H -0.5257 -1.1549 2.2099  0.3070
N -0.1454 0.2436 -0.5558  -0.1947
N 0.2164 1.6304 -0.6834  0.0775
N 0.9365 1.8985 0.4133  -0.0276
O -0.2737 -1.3446 0.9990  -0.0723

The value obtained for the LUMO energy is -0.0183 Ha. The calculation puts the HOMO-LUMO gap at 8.65 eV. As for the charge: 0.

***

--- b ---
Here is one molecule with the formula C3H5N3O from the Open Molecules 2025 dataset. Energies are from ωB97M-V/def2-TZVPD.

Each line ends with the Löwdin charge.
CARTESIAN COORDINATES (ANGSTROEM)
C -0.4096 1.0445 0.1756  -0.1883
C 0.1548 -1.7312 0.0039  -0.1910
C 1.0062 0.9196 -0.1066  -0.1539
H -0.4828 1.0820 1.2799  0.1339
H -0.8015 2.0387 -0.1051  0.1298
H -2.1713 0.0979 -0.4581  0.0841
H 0.1387 -2.7999 0.3318  0.1327
H 1.6070 1.8726 -0.2144  0.1325
N -1.2087 0.0185 -0.4530  -0.0783
N -1.0595 -1.2893 -0.0844  0.0298
N 1.8121 -0.0309 -0.3229  0.0235
O 1.4145 -1.2226 -0.0468  -0.0548

The value obtained for the LUMO energy is 0.0288 Ha. The calculation puts the HOMO-LUMO gap at 9.45 eV. As for the charge: 0.

***

Most stable structure - b; separation to the second - 88.8 kJ/mol.